No. 1
Formula: C13H15NO2
Source: the OMol25 dataset
Level of theory: the ωB97M-V functional and the def2-TZVPD basis

Properties
- energy above the lowest of the compared OMol25 structures with the same formula, charge and spin (kcal per mole) = 11.92
- HOMO energy (eV) = -7.7

Each line ends with the Mulliken charge.
CARTESIAN COORDINATES (ANGSTROEM)
O (-1.43, 4.31, 1.96)  -0.581
O (0.46, -0.90, 2.31)  -0.473
C (-1.01, 0.22, -1.43)  -0.679
C (-0.25, 0.12, -0.27)  0.509
C (-0.48, 2.53, 3.24)  -0.667
C (-0.04, 1.20, 3.31)  -0.468
C (-0.92, 2.26, 0.91)  -0.605
C (-0.97, 3.03, 2.05)  0.969
C (0.00, 0.39, 2.18)  -0.071
C (-0.42, 0.95, 0.94)  0.518
N (0.91, -1.90, -1.32)  0.130
C (2.08, -1.75, -2.22)  -0.977
C (0.54, -1.76, 1.15)  -0.722
C (-0.82, -0.76, -2.58)  -0.591
C (-0.36, -2.09, -2.03)  -0.855
C (0.81, -0.99, -0.16)  -0.208
H (-1.56, 4.54, 1.02)  0.299
H (-1.83, 0.94, -1.49)  0.296
H (-0.51, 3.17, 4.14)  0.365
H (0.30, 0.79, 4.27)  0.377
H (-1.30, 2.72, -0.03)  0.139
H (2.10, -2.56, -2.96)  0.327
H (2.03, -0.83, -2.82)  0.374
H (3.04, -1.77, -1.69)  0.314
H (1.36, -2.48, 1.23)  0.297
H (-0.40, -2.30, 1.01)  0.279
H (-1.79, -0.86, -3.15)  0.364
H (-0.07, -0.41, -3.29)  0.278
H (-0.18, -2.77, -2.88)  0.393
H (-1.10, -2.55, -1.37)  0.308
H (1.80, -0.50, -0.02)  0.363

---

No. 2
Formula: C24H19IrN2O4S
Source: the OMol25 dataset
Level of theory: the ωB97M-V functional and the def2-TZVPD basis

Properties
- energy above the lowest of the compared OMol25 structures with the same formula, charge and spin (kcal per mole) = 0.00
- HOMO energy (spin up / spin down) (eV) = -7.7 / -8.9
- spin multiplicity = 5

Each line ends with the Mulliken charge.
CARTESIAN COORDINATES (ANGSTROEM)
Ir (-0.41, -0.45, -0.57)  1.102
C (-2.84, 1.08, 5.29)  -1.494
C (-2.41, 1.48, 3.90)  1.075
C (-1.11, 1.89, 3.65)  -0.719
C (-0.71, 2.24, 2.36)  -0.377
C (-1.64, 2.20, 1.34)  0.119
C (-2.96, 1.81, 1.57)  -0.332
C (-3.33, 1.44, 2.85)  -1.001
S (-1.16, 2.68, -0.28)  1.181
O (-2.12, 3.62, -0.77)  -0.711
O (0.24, 2.95, -0.27)  -0.675
N (-1.37, 1.25, -1.14)  -0.310
C (-2.68, 1.00, -1.74)  -0.666
C (-3.26, -0.27, -1.06)  0.768
O (-4.45, -0.36, -0.87)  -0.629
O (-2.34, -1.17, -0.80)  -0.760
H (-2.08, 1.32, 6.03)  0.373
H (-3.03, 0.00, 5.34)  0.309
H (-3.76, 1.58, 5.58)  0.373
H (-0.39, 1.92, 4.46)  0.337
H (0.31, 2.53, 2.15)  0.482
H (-3.68, 1.78, 0.77)  0.509
H (-4.35, 1.13, 3.04)  0.423
H (-2.56, 0.71, -2.79)  0.289
H (-3.36, 1.84, -1.66)  0.372
C (1.36, -1.67, 3.22)  -0.782
C (2.64, -2.04, 2.82)  -0.792
C (3.00, -1.97, 1.48)  -0.667
C (2.08, -1.52, 0.54)  0.208
C (0.80, -1.13, 0.94)  -0.005
C (0.45, -1.21, 2.28)  -0.388
C (2.41, -1.45, -0.92)  1.580
C (3.66, -1.85, -1.46)  -0.834
C (3.87, -1.77, -2.79)  -0.810
C (2.85, -1.29, -3.65)  1.318
C (3.01, -1.18, -5.06)  -0.872
C (1.99, -0.71, -5.83)  -0.526
C (0.77, -0.32, -5.23)  -0.616
C (0.59, -0.42, -3.88)  -0.503
C (1.63, -0.92, -3.07)  0.185
N (1.46, -1.01, -1.71)  -0.378
H (1.08, -1.74, 4.26)  0.409
H (3.36, -2.39, 3.55)  0.387
H (4.01, -2.25, 1.19)  0.359
H (-0.54, -0.90, 2.61)  0.513
H (4.43, -2.22, -0.80)  0.331
H (4.82, -2.07, -3.22)  0.423
H (3.96, -1.47, -5.50)  0.389
H (2.12, -0.62, -6.90)  0.389
H (-0.03, 0.06, -5.85)  0.426
H (-0.34, -0.12, -3.42)  0.219

---

No. 3
Formula: C15H20F4O7S2
Source: the OMol25 dataset
Level of theory: the ωB97M-V functional and the def2-TZVPD basis

Properties
- HOMO energy (eV) = -10.3

Each line ends with the Mulliken charge.
CARTESIAN COORDINATES (ANGSTROEM)
O (1.58, 1.00, -4.38)  -0.540
C (2.15, 0.57, -3.33)  0.533
O (2.67, -0.77, -3.07)  -0.283
C (2.44, -0.97, -1.64)  0.132
O (2.28, -2.05, -1.04)  -0.529
C (2.48, 0.51, -1.01)  0.076
C (2.67, 0.62, 0.57)  0.120
C (3.06, 2.08, 1.12)  -0.714
C (3.71, 1.83, 2.60)  0.665
F (3.68, 2.98, 3.43)  -0.252
F (2.94, 0.81, 3.28)  -0.218
F (5.00, 1.29, 2.38)  -0.248
C (2.34, 1.48, -2.05)  0.332
F (2.35, 2.88, -1.87)  -0.241
H (1.64, 0.35, 1.04)  0.127
H (3.40, -0.17, 0.98)  0.479
H (3.81, 2.55, 0.40)  0.410
H (2.14, 2.77, 1.25)  0.288
C (-1.05, -2.35, -5.21)  -0.514
C (-2.16, -3.30, -4.76)  -0.654
C (-2.60, -2.87, -3.35)  -0.652
S (-2.27, -1.11, -3.25)  1.085
O (-1.23, -0.88, -2.28)  -0.547
O (-3.52, -0.40, -3.22)  -0.700
C (-1.55, -0.95, -4.87)  -0.581
H (-0.84, -2.45, -6.27)  0.370
H (-0.13, -2.57, -4.65)  0.240
H (-3.01, -3.22, -5.44)  0.302
H (-1.83, -4.34, -4.76)  0.334
H (-3.66, -3.05, -3.18)  0.342
H (-2.00, -3.37, -2.58)  0.374
H (-0.75, -0.20, -4.85)  0.248
H (-2.34, -0.64, -5.56)  0.340
C (-1.85, -0.11, 5.02)  -0.544
C (-1.65, 1.29, 5.60)  -0.636
C (-0.68, 2.04, 4.68)  -0.623
S (-0.88, 1.32, 3.05)  1.147
O (0.34, 0.65, 2.69)  -0.679
O (-1.52, 2.28, 2.19)  -0.739
C (-2.08, 0.09, 3.53)  -0.753
H (-2.69, -0.63, 5.49)  0.354
H (-0.95, -0.71, 5.18)  0.283
H (-2.62, 1.81, 5.62)  0.285
H (-1.28, 1.26, 6.63)  0.328
H (-0.91, 3.10, 4.64)  0.394
H (0.35, 1.89, 4.99)  0.318
H (-1.93, -0.82, 2.95)  0.390
H (-3.08, 0.50, 3.34)  0.350

---

no.,E_tot (eV)
1,-19308.29173
2,-50037.80745
3,-62748.80763